{
  "formula": "CH3AgClNO2",
  "method": "the ωB97M-V functional and the def2-TZVPD basis",
  "multiplicity": 2,
  "orbital_gap_ev": [9.126, 5.808],
  "total_charge": 1,
  "largest_force_ev_per_a": 8.845,
  "energy_ha": -851.737151,
  "symbols": ["Ag", "Cl", "C", "N", "O", "O", "H", "H", "H"],
  "xyz": [[0.3416, -3.1526, -0.2990], [-0.1594, -1.6737, -1.4699], [-0.1556, 0.0513, 0.2693], [0.1276, 1.5080, 0.3327], [-0.8295, 2.2522, 0.5930], [1.3082, 1.8632, 0.1156], [0.7251, -0.5126, 0.5767], [-0.2495, -0.0686, -0.8101], [-1.1085, -0.2673, 0.6918]],
  "forces_ev_per_angstrom": [[2.250, -6.834, 5.145], [-2.244, 4.858, -6.597], [0.252, 0.095, 1.279], [0.936, 3.210, 0.457], [1.863, -1.787, -0.540], [-2.890, -1.167, 0.465], [-0.184, 0.553, 0.428], [-0.185, 0.574, -0.906], [0.202, 0.499, 0.270]],
  "mulliken_spin": [0.07, 0.60, 0.16, 0.01, 0.10, 0.02, 0.00, 0.05, 0.00]
}